a.
ORCA calculation (the ωB97M-V functional and the def2-TZVPD basis) on 2 unconnected molecules or ions with the total composition C5H11O2.

```
! RIJCOSX wB97M-V def2-TZVPD def2/J DEFGRID3
* xyz -1 1
C -2.18 0.13 3.09
C -2.58 -0.92 2.14
H -2.51 1.17 2.65
H -2.54 -0.02 4.19
H -1.20 0.34 3.40
H -2.50 -1.77 2.83
H -1.76 -1.12 1.43
H -3.70 -0.70 2.05
C 0.14 -0.06 -1.30
C 0.57 -1.59 -1.82
C 1.42 0.79 -1.03
O 1.50 1.32 0.11
O 2.12 0.86 -1.96
H -0.48 0.54 -1.99
H -0.45 -0.32 -0.38
H -0.09 -1.83 -2.55
H 0.46 -2.24 -1.00
H 1.54 -1.53 -2.24
*
```

Its LUMO energy is 3.50 eV. The value obtained for the gap between HOMO and LUMO is 7.09 eV. Its HOMO energy is -3.6 eV.

b.
ORCA calculation (the ωB97M-V functional and the def2-TZVPD basis) on 2 unconnected molecules or ions with the total composition C5H11O2.

```
! RIJCOSX wB97M-V def2-TZVPD def2/J DEFGRID3
* xyz -1 1
C 1.57 0.06 1.82
C 1.84 -1.49 1.30
O 2.34 -2.35 2.03
O 1.74 -1.54 -0.02
H 2.51 0.42 2.08
H 0.82 -0.15 2.60
H 1.19 0.78 1.04
C -1.08 0.12 -1.50
C -0.62 1.60 -1.30
C -1.55 -0.58 -0.23
H -1.88 0.18 -2.28
H -0.28 -0.53 -1.90
H 0.20 1.75 -0.41
H -1.55 2.14 -0.91
H -0.69 -1.15 -0.11
H -1.86 0.12 0.56
H -0.25 1.88 -2.31
H -2.45 -1.26 -0.45
*
```

Its LUMO energy is 3.88 eV. The value obtained for the gap between HOMO and LUMO is 7.52 eV. Its HOMO energy is -3.6 eV.

c.
ORCA calculation (the ωB97M-V functional and the def2-TZVPD basis) on 2 unconnected molecules or ions with the total composition C5H11O2.

```
! RIJCOSX wB97M-V def2-TZVPD def2/J DEFGRID3
* xyz -1 1
C -0.04 -1.81 0.69
C -0.71 -0.68 1.42
C -0.01 -1.57 -0.88
O 0.85 -0.81 -1.38
O -0.79 -2.11 -1.60
H 0.98 -2.11 0.96
H -0.59 -2.72 1.03
H -0.90 -0.92 2.42
H -1.65 -0.56 0.97
H -0.29 0.25 0.98
C -0.11 3.43 0.16
C 0.81 2.54 0.99
H -1.19 3.45 0.28
H 0.43 4.48 0.20
H 0.15 3.17 -0.93
H 1.67 2.22 0.40
H 0.23 1.61 1.24
H 0.99 3.04 2.04
*
```

Its LUMO energy is 3.72 eV. The value obtained for the gap between HOMO and LUMO is 7.10 eV. Its HOMO energy is -3.4 eV.

d.
ORCA calculation (the ωB97M-V functional and the def2-TZVPD basis) on 2 unconnected molecules or ions with the total composition C5H11O2.

```
! RIJCOSX wB97M-V def2-TZVPD def2/J DEFGRID3
* xyz -1 1
C -1.21 -1.04 -1.00
C 0.04 -1.61 -1.79
O 0.83 -2.38 -1.21
O 0.08 -1.18 -2.97
H -0.99 -1.16 0.07
H -2.09 -1.65 -1.20
H -1.21 0.01 -1.27
C 0.19 1.24 2.12
C 1.38 2.20 2.19
C -1.15 1.91 1.75
H 0.47 0.43 1.45
H -0.05 0.65 3.01
H 1.56 2.55 3.20
H 1.13 3.01 1.50
H -1.37 1.75 0.69
H -2.01 1.36 2.15
H 2.25 1.72 1.75
H -1.17 2.96 2.05
*
```

Its LUMO energy is 3.51 eV. The value obtained for the gap between HOMO and LUMO is 7.24 eV. Its HOMO energy is -3.7 eV.

Stability verdict: d, ahead by 0.0337 hartree

a.
ORCA calculation (the ωB97M-V functional and the def2-TZVPD basis) on 2 unconnected molecules or ions with the total composition C5H16NO.

```
! RIJCOSX wB97M-V def2-TZVPD def2/J DEFGRID3
* xyz 1 1
C -0.64 0.53 1.21
C -0.75 0.63 -0.30
C -0.54 -0.72 -0.93
C -1.87 -1.53 -0.71
C 0.78 -1.51 -0.77
N 0.32 1.62 -0.58
H -1.68 0.31 1.72
H 0.14 -0.31 1.59
H -0.12 1.45 1.49
H -1.67 1.25 -0.56
H -0.61 -0.48 -1.98
H -1.90 -2.51 -1.02
H -1.88 -1.63 0.33
H -2.73 -0.95 -1.10
H 0.80 -2.60 -0.38
H 1.24 -1.53 -1.81
H 1.44 -0.97 0.00
H 1.29 1.32 -0.13
H 0.61 1.68 -1.64
H 0.12 2.64 -0.40
H 2.29 1.22 2.71
H 3.14 0.93 1.48
O 2.22 1.16 1.76
*
```

Its LUMO energy is -3.42 eV. The value obtained for the gap between HOMO and LUMO is 11.31 eV. Its HOMO energy is -14.7 eV.

b.
ORCA calculation (the ωB97M-V functional and the def2-TZVPD basis) on 2 unconnected molecules or ions with the total composition C5H16NO.

```
! RIJCOSX wB97M-V def2-TZVPD def2/J DEFGRID3
* xyz 1 1
C -0.13 -1.34 -0.78
C 0.93 -0.30 -0.44
C 0.54 0.62 0.69
C 0.28 0.02 2.07
C 1.53 -0.48 2.78
N -1.06 -0.85 -1.85
H -0.72 -1.51 0.12
H 0.29 -2.30 -1.07
H 1.82 -0.87 -0.21
H 1.24 0.25 -1.34
H 1.21 1.48 0.74
H -0.34 1.21 0.39
H -0.21 0.82 2.64
H -0.39 -0.84 2.02
H 1.99 -1.23 2.13
H 1.28 -1.06 3.63
H 2.27 0.28 3.01
H -1.95 -1.35 -1.94
H -1.31 0.13 -1.66
H -0.65 -0.92 -2.78
H -1.95 2.74 -1.36
H -1.57 2.24 -2.75
O -1.61 1.96 -1.82
*
```

Its LUMO energy is -3.35 eV. The value obtained for the gap between HOMO and LUMO is 11.18 eV. Its HOMO energy is -14.5 eV.

Stability verdict: b, ahead by 0.0611 hartree

a.
ORCA calculation (the ωB97M-V functional and the def2-TZVPD basis) on 2 unconnected molecules or ions with the total composition C5H16NO.

```
! RIJCOSX wB97M-V def2-TZVPD def2/J DEFGRID3
* xyz 1 1
C 0.71 -0.11 -0.59
C -0.33 0.74 0.21
C 0.04 0.58 1.79
C -1.12 -0.33 2.24
C 0.11 1.88 2.55
N 0.10 -0.20 -2.05
H 1.75 0.21 -0.92
H 0.70 -1.25 -0.28
H -0.26 1.76 -0.15
H -1.46 0.41 0.04
H 0.97 0.11 1.88
H -0.94 -0.64 3.25
H -2.16 -0.03 2.21
H -1.18 -1.35 1.71
H 1.05 2.47 2.29
H 0.18 1.73 3.54
H -0.76 2.44 2.53
H -0.16 0.60 -2.56
H -0.74 -0.72 -1.99
H 0.71 -0.71 -2.70
H 1.55 -2.83 -4.71
H 0.15 -2.45 -4.25
O 1.09 -2.30 -4.02
*
```

Its LUMO energy is -3.37 eV. The value obtained for the gap between HOMO and LUMO is 11.11 eV. Its HOMO energy is -14.5 eV.

b.
ORCA calculation (the ωB97M-V functional and the def2-TZVPD basis) on 2 unconnected molecules or ions with the total composition C5H16NO.

```
! RIJCOSX wB97M-V def2-TZVPD def2/J DEFGRID3
* xyz 1 1
C 0.71 -1.03 1.73
C 0.00 0.03 0.91
C 0.94 0.61 -0.15
C 0.28 1.47 -1.35
C -1.09 1.07 -1.92
N -0.39 1.24 1.82
H 0.38 -0.94 2.78
H 0.51 -2.01 1.30
H 1.83 -0.97 1.69
H -0.92 -0.40 0.53
H 1.55 -0.14 -0.66
H 1.72 1.26 0.28
H 0.98 1.13 -2.13
H 0.56 2.49 -1.18
H -1.02 0.62 -2.95
H -1.86 1.83 -1.86
H -1.46 0.11 -1.40
H -1.10 0.89 2.47
H 0.44 1.68 2.23
H -0.80 1.99 1.26
H 0.12 -3.59 -1.49
H -1.00 -3.12 -0.51
O -0.27 -2.82 -1.06
*
```

Its LUMO energy is -3.43 eV. The value obtained for the gap between HOMO and LUMO is 11.03 eV. Its HOMO energy is -14.5 eV.

Stability verdict: b, ahead by 0.0222 hartree

a.
ORCA calculation (the ωB97M-V functional and the def2-TZVPD basis) on 2 unconnected molecules or ions with the total composition C5H16NO.

```
! RIJCOSX wB97M-V def2-TZVPD def2/J DEFGRID3
* xyz 1 1
C 0.38 -2.00 0.89
C -0.11 -0.77 0.12
C 0.98 0.23 -0.15
C 0.66 1.31 -1.28
C -0.60 2.09 -0.86
N -0.62 -1.49 -1.31
H -0.50 -2.62 1.08
H 0.82 -1.43 1.78
H 1.07 -2.53 0.45
H -0.98 -0.27 0.45
H 1.09 0.70 0.87
H 2.04 -0.30 -0.34
H 1.45 2.05 -1.50
H 0.65 0.77 -2.27
H -0.64 2.87 -1.56
H -1.35 1.38 -0.79
H -0.51 2.58 0.12
H -0.97 -2.40 -1.04
H 0.18 -1.48 -1.95
H -1.30 -0.86 -1.64
H 0.00 0.20 3.20
H -1.20 1.17 3.15
O -0.55 0.79 2.56
*
```

Its LUMO energy is -3.22 eV. The value obtained for the gap between HOMO and LUMO is 11.56 eV. Its HOMO energy is -14.8 eV.

b.
ORCA calculation (the ωB97M-V functional and the def2-TZVPD basis) on 2 unconnected molecules or ions with the total composition C5H16NO.

```
! RIJCOSX wB97M-V def2-TZVPD def2/J DEFGRID3
* xyz 1 1
C -0.23 1.93 -0.99
C -0.26 0.87 0.10
C -0.63 -0.52 -0.42
C -0.70 -1.56 0.69
C 0.69 -2.14 0.98
N -1.21 1.40 1.20
H 0.07 2.94 -0.73
H 0.29 1.53 -1.85
H -1.25 2.16 -1.33
H 0.66 0.82 0.68
H -0.13 -0.73 -1.36
H -1.68 -0.31 -0.72
H -1.33 -2.42 0.47
H -1.16 -1.18 1.60
H 1.46 -1.39 1.08
H 1.00 -2.71 0.11
H 0.64 -2.88 1.78
H -0.80 2.28 1.46
H -2.15 1.64 0.91
H -1.19 0.73 1.97
H 2.00 -0.57 -2.16
H 3.39 -0.07 -1.63
O 2.51 0.19 -1.84
*
```

Its LUMO energy is -3.39 eV. The value obtained for the gap between HOMO and LUMO is 11.47 eV. Its HOMO energy is -14.9 eV.

c.
ORCA calculation (the ωB97M-V functional and the def2-TZVPD basis) on 2 unconnected molecules or ions with the total composition C5H16NO.

```
! RIJCOSX wB97M-V def2-TZVPD def2/J DEFGRID3
* xyz 1 1
C 0.41 1.77 0.24
C 1.27 0.46 0.28
C 0.54 -0.75 -0.45
C -0.07 -0.25 -1.89
C 1.54 -1.96 -0.80
N -1.04 1.39 0.71
H 0.37 2.18 -0.75
H 0.57 2.64 0.94
H 1.51 0.32 1.38
H 2.15 0.79 -0.28
H -0.30 -0.93 0.21
H -0.38 -1.22 -2.44
H 0.72 0.31 -2.41
H -0.98 0.41 -1.72
H 2.05 -2.48 0.04
H 0.88 -2.85 -1.20
H 2.28 -1.75 -1.65
H -1.00 0.80 1.58
H -1.68 2.11 1.05
H -1.53 0.93 -0.06
H -2.63 -0.55 3.17
H -2.61 -0.82 1.65
O -2.07 -0.52 2.38
*
```

Its LUMO energy is -3.37 eV. The value obtained for the gap between HOMO and LUMO is 11.59 eV. Its HOMO energy is -15.0 eV.

d.
ORCA calculation (the ωB97M-V functional and the def2-TZVPD basis) on 2 unconnected molecules or ions with the total composition C5H16NO.

```
! RIJCOSX wB97M-V def2-TZVPD def2/J DEFGRID3
* xyz 1 1
C -0.52 1.18 -1.28
C -0.86 0.11 -0.22
C -0.12 -1.21 -0.30
C -0.55 -1.97 -1.55
C 1.42 -1.06 -0.25
N -0.71 0.71 1.15
H -1.09 1.04 -2.19
H 0.52 1.10 -1.58
H -0.79 2.18 -0.93
H -1.93 -0.03 -0.44
H -0.41 -1.79 0.57
H -1.20 -1.42 -2.23
H -1.04 -2.89 -1.30
H 0.24 -2.25 -2.24
H 1.86 -2.02 -0.48
H 1.79 -0.78 0.74
H 1.74 -0.33 -0.98
H 0.10 1.33 1.16
H -0.34 -0.02 1.76
H -1.44 1.30 1.56
H 1.70 2.61 2.60
H 0.81 1.98 3.68
O 0.83 2.22 2.74
*
```

Its LUMO energy is -3.18 eV. The value obtained for the gap between HOMO and LUMO is 12.09 eV. Its HOMO energy is -15.3 eV.

Stability verdict: d, ahead by 0.0138 hartree

a.
ORCA calculation (the ωB97M-V functional and the def2-TZVPD basis) on 2 unconnected molecules or ions with the total composition C2H8NS.

```
! RIJCOSX wB97M-V def2-TZVPD def2/J DEFGRID3
* xyz -1 1
N 0.77 0.18 -2.22
H 0.76 0.29 -1.18
H 0.77 -0.75 -2.64
H 1.62 0.74 -2.49
C -0.11 -0.65 1.51
C -0.98 0.27 0.74
S 0.03 1.90 0.75
H -0.72 -1.33 1.97
H 0.51 -0.09 2.21
H 0.53 -1.00 0.69
H -2.01 0.25 1.14
H -1.19 0.19 -0.48
*
```

Its LUMO energy is 4.38 eV. The value obtained for the gap between HOMO and LUMO is 6.58 eV. Its HOMO energy is -2.2 eV.

b.
ORCA calculation (the ωB97M-V functional and the def2-TZVPD basis) on 2 unconnected molecules or ions with the total composition C2H8NS.

```
! RIJCOSX wB97M-V def2-TZVPD def2/J DEFGRID3
* xyz -1 1
S -3.57 -0.05 -0.77
H -2.87 1.01 -0.61
C 0.49 -0.10 -1.02
C 1.07 -0.35 0.38
N 0.58 0.60 1.49
H 0.88 0.90 -1.45
H 0.47 -0.82 -1.82
H -0.54 0.18 -0.85
H 0.88 -1.41 0.52
H 2.13 -0.44 0.27
H -0.45 0.50 1.56
H 0.93 -0.03 2.30
*
```

Its LUMO energy is 3.74 eV. The value obtained for the gap between HOMO and LUMO is 6.26 eV. Its HOMO energy is -2.5 eV.

Stability verdict: b, ahead by 0.0144 hartree

a.
ORCA calculation (the ωB97M-V functional and the def2-TZVPD basis) on 2 unconnected molecules or ions with the total composition C2H8NS.

```
! RIJCOSX wB97M-V def2-TZVPD def2/J DEFGRID3
* xyz -1 1
S 0.67 -0.36 2.32
H 0.81 -1.38 3.25
C -1.16 -0.67 -2.23
C -0.02 -0.01 -1.36
N -0.07 1.55 -1.12
H -1.10 -1.89 -2.33
H -1.26 -0.11 -3.19
H -2.14 -0.59 -1.72
H 0.93 -0.19 -2.03
H 0.12 -0.58 -0.34
H 0.41 1.99 -0.37
H -1.02 1.70 -0.94
*
```

Its LUMO energy is 3.85 eV. The value obtained for the gap between HOMO and LUMO is 6.44 eV. Its HOMO energy is -2.6 eV.

b.
ORCA calculation (the ωB97M-V functional and the def2-TZVPD basis) on 2 unconnected molecules or ions with the total composition C2H8NS.

```
! RIJCOSX wB97M-V def2-TZVPD def2/J DEFGRID3
* xyz -1 1
S -2.37 -0.91 -1.00
H -2.27 -1.60 -2.19
C -0.03 0.28 1.34
C 0.94 0.00 0.18
N 0.75 0.93 -0.94
H -0.56 -0.55 1.81
H -0.74 1.03 1.01
H 0.55 0.58 2.23
H 0.71 -1.04 -0.10
H 1.98 -0.02 0.53
H -0.24 0.76 -1.18
H 1.29 0.53 -1.70
*
```

Its LUMO energy is 4.27 eV. The value obtained for the gap between HOMO and LUMO is 6.98 eV. Its HOMO energy is -2.7 eV.

c.
ORCA calculation (the ωB97M-V functional and the def2-TZVPD basis) on 2 unconnected molecules or ions with the total composition C2H8NS.

```
! RIJCOSX wB97M-V def2-TZVPD def2/J DEFGRID3
* xyz -1 1
S 1.12 -2.63 -0.06
H 0.86 -3.13 1.14
C -0.25 1.12 -1.09
C -0.65 0.37 0.11
N 0.44 0.30 1.05
H 0.78 1.44 -0.99
H -0.93 2.00 -1.30
H -0.06 0.53 -2.06
H -1.23 -0.59 -0.15
H -1.49 0.86 0.66
H 1.15 -0.42 0.68
H 0.25 0.15 2.01
*
```

Its LUMO energy is 4.35 eV. The value obtained for the gap between HOMO and LUMO is 6.99 eV. Its HOMO energy is -2.6 eV.

Stability verdict: b, ahead by 0.0170 hartree